Entry 1:
Below is CH6F3KO6S as an isolated structure, with properties calculated with ωB97M-V/def2-TZVPD.

Values from the calculation:
Total energy: -48733.282 eV
Orbital gap: 7.2 eV
HOMO level: -0.306 hartree
LUMO energy: -1.15 eV
Energy above the lowest of the compared OMol25 structures with the same formula, charge and spin: 0.000 eV
Spin multiplicity: 1

Structure (XYZ):
```
18
Properties=species:S:1:pos:R:3:mulliken_charge:R:1
K 1.96 -0.38 0.19 0.89
C -1.92 -0.41 0.40 0.59
F -0.71 -0.53 0.99 -0.25
F -1.72 0.20 -0.76 -0.22
F -2.36 -1.64 0.15 -0.25
S -3.03 0.56 1.57 1.08
O -4.08 1.04 0.69 -0.64
O -3.41 -0.43 2.55 -0.63
O -2.08 1.56 2.01 -0.65
O 1.25 1.79 1.79 -0.62
H 0.82 1.42 2.57 0.32
H 0.70 2.55 1.57 0.31
O 0.76 -1.51 -2.19 -0.56
H 1.07 -1.61 -3.10 0.27
H 0.35 -2.36 -1.98 0.32
O 4.01 -0.20 -1.80 -0.57
H 4.17 0.70 -2.09 0.32
H 4.23 -0.75 -2.56 0.29
```

***

Entry 2:
Below is C14H15BInN4OS3 as an isolated structure, with properties calculated with ωB97M-V/def2-TZVPD.

Values from the calculation:
Total energy: -61126.895 eV
Orbital gap (spin up / spin down): 5.0 / 6.2 eV
HOMO level (spin up / spin down): -0.013 / -0.059 hartree
Net charge: -2
LUMO energy (spin up / spin down): 4.59 / 4.58 eV
Energy above the lowest of the compared OMol25 structures with the same formula, charge and spin: 0.000 eV
Spin multiplicity: 2

Structure (XYZ):
```
39
Properties=species:S:1:pos:R:3:mulliken_charge:R:1
In 0.17 -0.92 -0.26 0.50
S -0.94 -2.60 -1.89 -0.54
C 0.14 -3.95 -1.53 0.35
C 0.39 -4.89 -2.54 -0.54
C 1.19 -6.00 -2.34 -0.45
C 1.78 -6.20 -1.10 -0.43
C 1.56 -5.28 -0.09 -0.57
C 0.74 -4.15 -0.26 0.30
S 0.49 -3.08 1.12 -0.50
H -0.06 -4.71 -3.51 0.34
H 1.36 -6.70 -3.16 0.31
H 2.42 -7.06 -0.92 0.31
H 2.03 -5.41 0.88 0.34
B -1.19 3.83 0.53 -0.10
N -0.77 3.11 1.86 0.62
C -0.93 3.75 3.06 -0.58
C -0.48 2.92 4.05 -0.67
C -0.05 1.77 3.36 0.24
N -0.24 1.92 2.03 -0.34
N -1.07 3.00 -0.79 0.40
C -0.97 3.63 -1.97 -0.41
C -1.15 2.70 -2.98 -0.78
C -1.36 1.50 -2.28 -0.19
N -1.31 1.69 -0.97 -0.49
H -0.47 4.81 0.41 -0.14
H -2.36 4.19 0.68 -0.16
H -1.35 4.74 3.09 0.43
H -0.46 3.08 5.12 0.38
H 0.74 -0.19 3.07 0.18
H -0.77 4.69 -2.02 0.39
H -1.10 2.87 -4.04 0.36
H -1.51 0.51 -2.67 0.43
C 2.30 0.22 -2.17 -0.51
O 1.97 -0.66 -1.14 -0.54
H 1.47 0.41 -2.86 0.14
H 3.12 -0.19 -2.78 0.26
H 2.63 1.20 -1.80 0.21
S 0.85 0.18 5.40 -0.39
C 0.52 0.55 3.85 -0.18
```

***

Entry 3:
Below is a 12-piece molecular cluster, H24O12 overall, with properties calculated with ωB97M-V/def2-TZVPD.

Values from the calculation:
Total energy: -24959.587 eV
Orbital gap: 9.6 eV
HOMO level: -0.361 hartree
LUMO energy: -0.28 eV
Energy above the lowest of the compared OMol25 structures with the same formula, charge and spin: 2.107 eV
SMILES string: O.O.O.O.O.O.O.O.O.O.O.O
Spin multiplicity: 1

Structure (XYZ):
```
36
Properties=species:S:1:pos:R:3:mulliken_charge:R:1
O -3.09 -0.60 2.03 -0.72
H -3.75 -0.71 1.35 0.30
H -2.74 -1.48 2.06 0.32
O 0.78 -3.27 1.96 -0.62
H 0.77 -2.71 1.20 0.36
H 1.11 -4.07 1.59 0.30
O -0.03 1.48 -3.12 -0.71
H 0.12 2.41 -3.04 0.32
H 0.79 1.05 -2.79 0.39
O -0.51 -0.24 2.43 -0.55
H -1.42 -0.53 2.55 0.23
H -0.27 0.20 3.27 0.26
O 2.05 0.44 -1.95 -0.69
H 2.91 0.48 -1.54 0.25
H 2.08 -0.33 -2.48 0.29
O 3.54 -2.14 -0.63 -0.61
H 2.95 -1.50 -0.22 0.36
H 3.99 -1.61 -1.34 0.30
O -2.81 2.01 0.87 -0.70
H -2.84 1.18 1.40 0.35
H -3.73 2.15 0.70 0.33
O 0.09 -2.30 -0.55 -0.62
H 0.58 -2.22 -1.38 0.29
H -0.49 -1.52 -0.57 0.37
O 1.92 -0.47 1.01 -0.52
H 2.27 0.38 1.23 0.26
H 1.12 -0.54 1.51 0.24
O -2.48 2.14 -1.92 -0.69
H -1.59 1.79 -2.07 0.44
H -2.59 2.07 -0.97 0.42
O -0.48 0.33 -0.30 -0.47
H -0.96 0.62 0.51 0.33
H 0.40 -0.03 -0.02 0.33
O 0.88 2.77 -0.51 -0.67
H 0.67 1.83 -0.67 0.22
H 0.76 2.96 0.42 0.30
```

***

Entry 4:
Below is C24H43N4O3PdS4 as an isolated structure, with properties calculated with ωB97M-V/def2-TZVPD.

Values from the calculation:
Total energy: -84482.811 eV
Orbital gap: 5.3 eV
HOMO level: -0.606 hartree
Net charge: +3
LUMO energy: -11.20 eV
Energy above the lowest of the compared OMol25 structures with the same formula, charge and spin: 0.934 eV
Spin multiplicity: 1

Structure (XYZ):
```
79
Properties=species:S:1:pos:R:3:mulliken_charge:R:1
Pd -0.22 0.13 0.17 0.37
O 4.21 0.36 -0.57 -0.59
C 4.66 0.32 0.67 0.37
C 6.05 0.38 0.85 -0.84
C 6.56 0.32 2.11 -0.29
C 5.73 0.21 3.26 -0.88
C 4.39 0.16 3.12 -0.24
C 3.79 0.22 1.81 0.13
C 2.41 0.20 1.62 0.91
O 1.83 0.25 0.49 -0.32
N 1.63 0.10 2.85 0.02
N 0.42 -0.03 2.64 0.55
C -0.34 -0.07 3.86 -0.12
S 0.35 0.17 5.37 0.13
C -1.16 -0.32 6.26 -0.60
C -2.35 0.09 5.43 -0.70
S -1.98 -0.33 3.69 0.21
H 3.23 0.31 -0.57 0.26
H 6.68 0.46 -0.03 0.53
H 7.63 0.36 2.25 0.43
H 6.18 0.16 4.24 0.47
H 3.75 0.08 3.99 0.48
H -1.16 0.16 7.24 0.44
H -1.10 -1.40 6.40 0.36
H -2.54 1.16 5.45 0.35
H -3.26 -0.45 5.72 0.45
C -3.49 2.51 1.12 -0.56
C -4.72 1.64 0.90 -0.76
C -4.62 0.73 -0.31 -0.84
S -3.52 -0.67 -0.05 0.38
O -2.13 -0.16 -0.46 -0.35
C -4.04 -1.69 -1.43 -1.04
C -3.16 -2.92 -1.59 -0.09
C -3.42 -3.98 -0.52 -1.17
H -3.57 3.08 2.04 0.49
H -3.38 3.23 0.30 0.32
H -2.57 1.92 1.16 -0.13
H -5.60 2.27 0.76 0.39
H -4.92 1.04 1.79 0.27
H -4.21 1.24 -1.19 0.38
H -5.59 0.29 -0.57 0.56
H -4.03 -1.04 -2.31 0.44
H -5.07 -1.96 -1.19 0.55
H -2.12 -2.61 -1.58 -0.10
H -3.36 -3.33 -2.58 0.41
H -3.22 -3.60 0.48 0.25
H -2.79 -4.86 -0.68 0.38
H -4.46 -4.32 -0.55 0.40
C 1.05 4.89 0.77 -0.73
C -0.29 4.85 0.05 -1.00
N -0.27 4.05 -1.18 0.28
C -0.28 4.83 -2.44 -0.78
C 1.02 5.59 -2.68 -1.14
C -0.22 2.73 -1.15 1.23
C -0.11 1.96 -2.43 -2.08
N -0.27 2.07 0.00 0.37
H 0.99 5.58 1.61 0.43
H 1.84 5.25 0.10 0.31
H 1.35 3.91 1.15 0.02
H -0.59 5.86 -0.24 0.54
H -1.09 4.48 0.70 0.25
H -1.12 5.52 -2.37 0.39
H -0.48 4.17 -3.27 0.47
H 1.17 6.38 -1.94 0.34
H 1.00 6.05 -3.66 0.42
H 1.88 4.92 -2.64 0.29
H -1.02 2.06 -3.02 0.45
H 0.05 0.90 -2.23 0.20
H 0.73 2.33 -3.02 0.55
H -0.39 2.63 0.83 -0.16
C 0.59 -3.69 -1.41 -1.02
S 0.66 -2.44 -0.10 0.24
C 0.24 -3.46 1.33 -0.72
H -0.36 -4.21 -1.41 0.27
H 1.41 -4.38 -1.24 0.42
H 0.73 -3.18 -2.36 0.37
H 1.06 -4.14 1.55 0.43
H -0.67 -4.02 1.15 0.27
H 0.08 -2.79 2.18 0.01
```

***

Entry 5:
Below is one molecule with the formula C4H10O2, with properties calculated with ωB97M-V/def2-TZVPD.

Values from the calculation:
Total energy: -8404.825 eV
Orbital gap: 10.5 eV
HOMO level: -0.358 hartree
LUMO energy: 0.76 eV
Energy above the lowest of the compared OMol25 structures with the same formula, charge and spin: 0.722 eV
SMILES string: OCCCCO
Spin multiplicity: 1

Structure (XYZ):
```
16
Properties=species:S:1:pos:R:3:mulliken_charge:R:1
O 1.57 -1.11 0.86 -0.59
C 1.56 0.28 0.67 -0.44
C 0.83 0.72 -0.61 -0.56
C -0.70 0.79 -0.52 -0.58
C -1.43 -0.54 -0.39 -0.47
O -1.18 -1.09 0.91 -0.57
H 0.65 -1.36 1.03 0.41
H 1.11 0.80 1.54 0.27
H 2.60 0.59 0.61 0.34
H 1.13 0.02 -1.41 0.28
H 1.20 1.71 -0.90 0.31
H -1.09 1.28 -1.42 0.32
H -0.98 1.42 0.33 0.29
H -1.10 -1.23 -1.17 0.30
H -2.51 -0.37 -0.51 0.37
H -1.68 -1.91 0.99 0.29
```

***

Entry 6:
Below is C16H10AuCl2INO as an isolated structure, with properties calculated with ωB97M-V/def2-TZVPD.

Values from the calculation:
Total energy: -57130.560 eV
Orbital gap: 6.6 eV
HOMO level: -0.149 hartree
Net charge: -1
LUMO energy: 2.57 eV
Spin multiplicity: 1

Structure (XYZ):
```
32
Properties=species:S:1:pos:R:3:mulliken_charge:R:1
Au -1.35 0.11 -0.52 0.20
Cl 0.53 -2.89 5.57 -0.28
C 0.59 -1.89 4.19 0.09
C 1.85 -1.43 3.86 -0.55
C 2.07 -0.75 2.70 -0.65
I 4.01 0.09 2.30 0.00
C 1.08 -0.73 1.68 0.63
O 1.26 -0.38 0.49 -0.68
C -0.29 -1.08 2.12 0.37
N -1.38 -1.02 1.23 -0.49
C -2.59 -1.38 1.60 -0.09
C -2.92 -1.74 2.89 -0.72
C -1.88 -1.86 3.81 -0.19
C -0.55 -1.49 3.46 0.55
H 2.70 -1.78 4.40 0.37
H -3.29 -1.26 0.80 0.34
H -3.96 -1.76 3.20 0.35
H -2.11 -1.99 4.91 0.26
Cl 3.23 2.98 -5.22 -0.26
C 1.92 2.29 -4.30 0.19
C 1.24 1.19 -4.80 -0.43
C 0.15 0.68 -4.16 -0.63
C -0.25 1.35 -2.97 1.00
C -1.54 0.93 -2.41 -1.32
C 0.53 2.35 -2.33 -0.41
C 1.63 2.80 -3.01 -0.39
H 1.58 0.86 -5.76 0.39
H -0.46 -0.19 -4.57 0.17
H -1.87 0.09 -2.99 0.33
H -2.44 1.61 -2.36 0.30
H 0.24 2.69 -1.28 0.22
H 2.26 3.57 -2.55 0.34
```

***

In order of appearance, molecular weight = 242.21, 477.13, 216.18, 670.32, 90.12, 627.04 g/mol.